Entry 1:
This record from the Open Molecules 2025 dataset describes a single C21H21N3O molecule at a distorted geometry. The level of theory is wB97M-V/def2-TZVPD.

## Properties
- HOMO-LUMO gap: 8.564 eV
- F_max: 0.087 hartree/bohr
- Spin multiplicity: 1
- SMILES: O=C(CCc1cnnn1[C@@H]1CCCc2ccccc21)c1ccccc1
- Energy relative to the best compared isomer or geometry (same formula, charge and spin): 85.44 kcal/mol

CARTESIAN COORDINATES (ANGSTROEM)
O 1.4704 -0.7845 3.1813
C 1.0849 -1.4380 2.2104
C -0.0765 -2.4557 2.5688
C -1.5106 -1.9036 2.2782
C -1.9093 -1.8696 0.8228
C -2.3117 -2.8746 0.1120
N -2.4616 -2.5176 -1.2214
N -2.2733 -1.2922 -1.2865
N -1.8245 -0.8112 -0.0592
C -1.2465 0.5151 0.2222
C -2.1341 1.4886 1.1253
C -1.5768 2.8397 1.1754
C -1.4615 3.4952 -0.1759
C -0.8666 2.6506 -1.1471
C -0.2608 3.3098 -2.2497
C 0.4123 2.6205 -3.1479
C 0.4815 1.1974 -3.1192
C -0.0479 0.5854 -2.0414
C -0.7040 1.2520 -1.0746
C 1.9113 -1.4460 0.9344
C 2.9843 -0.4869 0.8504
C 3.9098 -0.5381 -0.2337
C 3.8275 -1.4278 -1.2638
C 2.7290 -2.2590 -1.2719
C 1.8198 -2.3244 -0.1874
H 0.1020 -3.3752 2.0257
H -0.0117 -2.8220 3.5945
H -2.2426 -2.6286 2.7263
H -1.6372 -0.9655 2.7946
H -2.4200 -3.8851 0.4995
H -0.3321 0.2827 0.7342
H -3.0808 1.4356 0.5610
H -2.2593 1.0942 2.0779
H -0.6047 2.8000 1.5942
H -2.1693 3.5837 1.9236
H -2.4464 3.8907 -0.4745
H -0.8464 4.4094 0.0051
H -0.3843 4.3930 -2.3971
H 1.0684 3.1198 -3.8076
H 1.0945 0.6590 -3.8448
H 0.1403 -0.4383 -1.9145
H 3.1394 0.3066 1.5920
H 4.7367 0.2902 -0.1573
H 4.5212 -1.5621 -2.0842
H 2.6972 -3.0797 -2.0776
H 0.9696 -3.0335 -0.3724

=====

Entry 2:
This record from the Open Molecules 2025 dataset describes a single C2H4N4O molecule at a distorted geometry. The level of theory is wB97M-V/def2-TZVPD.

## Properties
- HOMO-LUMO gap: 8.604 eV
- F_max: 0.082 hartree/bohr
- Spin multiplicity: 1
- SMILES: N/N=c1/cn[nH]o1
- Energy relative to the best compared isomer or geometry (same formula, charge and spin): 104.27 kcal/mol

CARTESIAN COORDINATES (ANGSTROEM)
N 2.1558 -0.3173 -0.1130
N 1.3071 0.6747 -0.0908
C 0.0777 0.3405 0.0000
C -1.0909 1.1010 -0.0146
N -2.1652 0.4326 -0.1231
N -1.7707 -0.9664 -0.1376
O -0.3260 -0.9198 -0.1963
H 1.8749 -1.2190 0.0928
H 3.0412 0.0434 0.0655
H -1.1750 2.1925 -0.2505
H -1.9288 -1.3622 0.7674

=====

no.,HOMO (eV)
1,-8.8
2,-8.1